ORCA calculation (the ωB97M-V functional and the def2-TZVPD basis) on a molecular structure, C62H51ClFN5OSr at a distorted geometry.

Geometry (Å):
1 Sr -0.124 -0.196 -0.747
2 C 7.781 -1.721 -0.294
3 C 7.069 -0.928 0.596
4 C 5.714 -0.705 0.402
5 C 5.055 -1.279 -0.682
6 C 5.771 -2.080 -1.565
7 C 7.129 -2.297 -1.377
8 C 3.594 -1.034 -0.867
9 C 3.244 0.222 -1.359
10 C 4.150 1.189 -1.915
11 C 3.405 2.270 -2.268
12 C 2.031 1.966 -1.916
13 N 1.970 0.740 -1.392
14 C 0.855 2.748 -2.300
15 C -0.221 2.121 -2.932
16 C -1.091 2.702 -3.969
17 C -1.822 1.697 -4.477
18 C -1.477 0.490 -3.716
19 C -2.163 -0.729 -3.793
20 C -3.277 -0.816 -4.784
21 C -3.150 -1.548 -5.961
22 C -4.200 -1.625 -6.867
23 C -5.394 -0.969 -6.606
24 C -5.533 -0.238 -5.432
25 C -4.483 -0.166 -4.528
26 C -2.012 -1.837 -2.923
27 N -1.074 -1.967 -1.979
28 C -1.325 -3.110 -1.269
29 C -0.443 -3.693 -0.367
30 C -0.940 -4.875 0.387
31 C -1.990 -4.723 1.288
32 C -2.474 -5.807 2.005
33 C -1.913 -7.065 1.834
34 C -0.870 -7.229 0.933
35 C -0.389 -6.143 0.216
36 C 0.925 -3.280 -0.182
37 C 2.019 -4.080 0.300
38 C 3.156 -3.353 0.084
39 C 2.744 -2.103 -0.490
40 N 1.392 -2.100 -0.624
41 C -2.535 -3.731 -1.805
42 C -2.936 -2.971 -2.845
43 N -0.488 0.792 -2.854
44 C 0.787 4.219 -2.098
45 C -0.468 4.842 -2.104
46 C -0.608 6.205 -1.906
47 C 0.500 6.997 -1.649
48 C 1.743 6.389 -1.555
49 C 1.882 5.025 -1.759
50 H 8.840 -1.892 -0.145
51 H 7.565 -0.482 1.448
52 H 5.153 -0.093 1.098
53 H 5.250 -2.530 -2.401
54 H 7.677 -2.918 -2.074
55 H 5.208 1.047 -2.066
56 H 3.746 3.140 -2.798
57 H -1.069 3.726 -4.306
58 H -2.531 1.754 -5.287
59 H -2.214 -2.056 -6.158
60 H -4.082 -2.198 -7.780
61 H -6.214 -1.027 -7.312
62 H -6.463 0.273 -5.215
63 H -4.579 0.393 -3.605
64 H -2.418 -3.738 1.430
65 H -3.287 -5.662 2.706
66 H -2.285 -7.911 2.400
67 H -0.431 -8.208 0.781
68 H 0.407 -6.279 -0.505
69 H 1.954 -5.059 0.748
70 H 4.169 -3.641 0.316
71 H -2.982 -4.645 -1.448
72 H -3.780 -3.142 -3.492
73 H -1.357 4.235 -2.194
74 H -1.600 6.637 -1.904
75 H 0.391 8.060 -1.470
76 H 2.616 6.973 -1.290
77 H 2.850 4.587 -1.606
78 C 1.448 4.118 3.324
79 C 2.719 3.579 2.666
80 C 2.449 3.211 1.210
81 C 3.403 2.457 3.427
82 C 4.675 2.706 3.933
83 C 5.403 1.734 4.605
84 C 4.839 0.475 4.737
85 C 3.576 0.178 4.235
86 C 3.093 -1.255 4.322
87 C 1.858 -1.459 5.200
88 C 2.888 -1.866 2.934
89 C 2.815 1.178 3.597
90 N 1.584 0.880 3.049
91 C 0.481 1.041 3.771
92 C 0.362 1.569 5.089
93 C -0.864 1.758 5.709
94 C -2.063 1.443 5.081
95 C -1.995 0.903 3.791
96 C -0.777 0.706 3.206
97 F -0.732 0.142 1.952
98 H 1.155 5.057 2.848
99 H 1.594 4.301 4.390
100 H 0.618 3.422 3.222
101 H 3.442 4.406 2.666
102 H 1.783 2.350 1.163
103 H 3.372 2.957 0.683
104 H 1.978 4.046 0.689
105 H 5.102 3.694 3.791
106 H 6.389 1.946 4.998
107 H 5.401 -0.317 5.224
108 H 3.916 -1.806 4.795
109 H 0.952 -1.119 4.699
110 H 1.939 -0.910 6.139
111 H 1.739 -2.521 5.432
112 H 2.164 -1.281 2.363
113 H 2.522 -2.890 3.016
114 H 3.825 -1.888 2.371
115 H 1.278 1.844 5.600
116 H -0.880 2.178 6.710
117 H -3.017 1.613 5.560
118 H -2.879 0.637 3.225
119 O -1.543 3.449 0.936
120 H -1.120 2.908 1.613
121 H -2.008 2.780 0.396
122 Cl -2.759 0.856 -0.519

Output
Gap between HOMO and LUMO ... 4.84 eV
E_LUMO ... 3.3 eV
HOMO ... -1.52 eV
E_tot ... -3333.21643 Eh
Net charge ... -2

Results of the Mulliken charge analysis, in e, for atoms 1 through 5:
1. Sr 2.83
2. C -0.43
3. C -0.98
4. C 0.11
5. C -0.20